[1]
# C11H16LuO5P

A structure of composition C11H16LuO5P (ωB97M-V/def2-TZVPD, OMol25).

XYZ file:
```
34
C11H16LuO5P ωB97M-V/def2-TZVPD
O 2.892 -1.586 0.616
C 1.912 -1.021 0.424
Lu -0.009 0.183 0.287
C -1.907 0.954 -0.566
O -2.915 1.464 -0.847
C -0.120 -1.059 -2.003
O -0.947 -0.833 -2.795
C -1.118 -1.767 0.672
O -1.667 -2.705 1.044
C 1.083 1.515 -1.179
O 1.658 2.279 -1.798
H 0.785 -1.839 -2.065
C 1.701 3.716 2.621
C 1.381 2.445 3.382
P 0.338 1.381 2.456
C 0.383 -0.204 3.407
C 0.150 0.005 4.898
C -1.258 2.351 2.242
C -1.714 3.028 3.529
H 2.206 3.488 1.669
H 2.388 4.309 3.237
H 0.808 4.324 2.413
H 2.289 1.862 3.583
H 0.880 2.634 4.328
H -0.330 -0.942 3.000
H 1.388 -0.621 3.242
H -0.856 0.418 5.079
H 0.212 -0.975 5.402
H 0.907 0.665 5.350
H -1.069 3.110 1.470
H -2.062 1.709 1.843
H -0.980 3.755 3.911
H -2.654 3.571 3.325
H -1.926 2.271 4.303
```

Calculated values
total charge: +2
E_HOMO (alpha / beta): -0.60419 / -0.54492 hartree
frontier orbital gap (alpha / beta): 0.2633 / 0.1980 hartree

[2]
# C15H26BCl18

A cluster of 10 separate species, C15H26BCl18 in total (ωB97M-V/def2-TZVPD, OMol25).

XYZ file:
```
60
C15H26BCl18 ωB97M-V/def2-TZVPD
B 5.042 -0.144 -0.139
C 3.518 0.413 -0.155
C 2.435 -0.441 0.064
C 1.123 0.059 0.109
C 0.882 1.417 -0.055
C 1.956 2.258 -0.324
C 3.257 1.775 -0.357
H 5.705 0.289 -1.080
H 5.094 -1.372 -0.154
H 5.559 0.247 0.911
H 2.602 -1.503 0.218
H 0.312 -0.644 0.278
H -0.100 1.845 0.007
H 1.782 3.317 -0.507
H 4.075 2.465 -0.541
C -1.331 -3.568 1.144
Cl 0.191 -3.479 2.034
Cl -2.388 -2.200 1.510
H -1.108 -3.557 0.083
H -1.840 -4.485 1.417
C -3.332 0.801 -1.405
Cl -4.332 1.126 0.026
Cl -1.648 0.485 -0.980
H -3.746 -0.058 -1.922
H -3.340 1.675 -2.046
C 0.330 -6.418 4.575
Cl -0.277 -6.593 6.230
Cl -0.928 -6.732 3.374
H 0.686 -5.402 4.439
H 1.132 -7.133 4.430
C -4.442 3.908 -4.397
Cl -4.643 4.687 -2.825
Cl -3.468 2.439 -4.269
H -5.421 3.651 -4.784
H -3.929 4.597 -5.058
C -0.872 1.294 3.942
Cl -0.355 2.941 4.361
Cl -0.212 0.772 2.386
H -0.524 0.621 4.717
H -1.955 1.281 3.893
C 0.360 -1.679 -3.667
Cl 0.275 -3.417 -4.065
Cl 1.304 -1.346 -2.215
H 0.811 -1.163 -4.507
H -0.652 -1.324 -3.505
C 2.617 -10.146 4.447
Cl 3.114 -8.472 4.729
Cl 3.192 -10.757 2.893
H 3.030 -10.763 5.236
H 1.534 -10.189 4.457
C -0.758 6.081 -4.220
Cl -0.864 4.846 -2.965
Cl -2.320 6.368 -5.017
H -0.431 7.012 -3.772
H -0.049 5.748 -4.968
C -1.295 7.573 -0.360
Cl -0.328 8.586 -1.448
Cl -2.758 8.403 0.180
H -1.580 6.673 -0.891
H -0.692 7.330 0.506
```

Calculated values
total charge: -1
E_HOMO: -0.15651 hartree
frontier orbital gap: 0.2220 hartree

[3]
# C17H21Cl2NO4PtS2

A structure of composition C17H21Cl2NO4PtS2 (ωB97M-V/def2-TZVPD, OMol25).

XYZ file:
```
48
C17H21Cl2NO4PtS2 ωB97M-V/def2-TZVPD
C -0.704 0.681 -2.574
C -1.956 0.732 -1.860
C -2.374 -0.597 -1.579
C -2.760 1.945 -1.576
C -1.400 -1.501 -2.102
C -0.352 -0.725 -2.727
C 0.761 -1.260 -3.544
C 0.003 1.823 -3.195
C -3.635 -0.988 -0.901
C -1.531 -2.975 -2.117
Pt -0.166 -0.150 -0.542
Cl -2.805 3.148 2.440
Cl -0.222 2.118 0.262
O 0.787 -1.972 -0.150
H -2.154 2.848 -1.670
H -3.161 1.920 -0.554
H -3.599 2.004 -2.281
H -3.905 -0.264 -0.124
H -3.544 -1.977 -0.438
H -4.454 -1.028 -1.635
H -1.888 -3.345 -1.148
H -0.572 -3.451 -2.338
H -2.259 -3.272 -2.885
H 1.121 -2.200 -3.112
H 1.587 -0.545 -3.574
H 0.433 -1.455 -4.574
H -0.061 2.698 -2.544
H -0.439 2.075 -4.169
H 1.059 1.584 -3.343
H 0.405 -2.336 0.670
O 1.799 0.368 -0.793
H 2.261 -0.499 -0.780
O 0.283 2.333 5.512
S 0.858 2.375 4.226
O 0.961 3.580 3.499
N -0.284 1.403 3.244
C 0.131 0.315 2.727
S -0.982 -0.566 1.784
C 1.557 0.026 3.033
C 2.329 -1.088 2.656
C 3.676 -1.172 3.059
C 4.248 -0.165 3.840
C 3.470 0.947 4.237
C 2.131 1.022 3.827
H 1.900 -1.878 2.059
H 4.264 -2.030 2.756
H 5.284 -0.237 4.146
H 3.900 1.732 4.852
```

Calculated values
total charge: -2
spin multiplicity: 5
E_HOMO (alpha / beta): -0.01745 / -0.01709 hartree
frontier orbital gap (alpha / beta): 0.1703 / 0.1496 hartree

[4]
# C23H68O23S6

A cluster of 11 separate species, C23H68O23S6 in total (ωB97M-V/def2-TZVPD, OMol25).

XYZ file:
```
120
C23H68O23S6 ωB97M-V/def2-TZVPD
C 23.468 -0.071 -6.967
C 23.935 -0.707 -8.260
O 23.036 -0.399 -9.371
S 22.313 -1.662 -10.045
C 23.744 -2.656 -10.597
O 21.671 -2.474 -9.037
O 21.567 -1.209 -11.173
H 24.249 0.051 -6.217
H 22.707 -0.723 -6.538
H 23.027 0.919 -7.068
H 24.903 -0.316 -8.576
H 24.070 -1.782 -8.170
H 24.536 -2.055 -11.038
H 23.342 -3.324 -11.358
H 24.153 -3.260 -9.793
C 20.377 1.962 -7.405
C 19.352 2.121 -6.314
O 19.910 1.593 -5.102
S 18.892 1.281 -3.876
C 20.153 0.445 -2.871
O 18.520 2.532 -3.283
O 17.916 0.333 -4.336
H 21.299 2.461 -7.100
H 20.020 2.345 -8.359
H 20.639 0.907 -7.521
H 19.152 3.188 -6.201
H 18.454 1.549 -6.557
H 19.668 -0.493 -2.597
H 20.510 1.001 -2.013
H 20.963 0.136 -3.527
C 17.036 -2.219 -13.564
C 15.896 -1.215 -13.502
O 14.682 -1.801 -14.004
S 13.632 -2.291 -12.891
C 13.009 -0.712 -12.259
O 12.619 -3.013 -13.605
O 14.357 -2.916 -11.810
H 16.975 -2.736 -14.522
H 16.878 -2.953 -12.770
H 18.026 -1.789 -13.430
H 15.801 -0.746 -12.522
H 16.149 -0.360 -14.136
H 12.188 -0.879 -11.566
H 12.720 -0.051 -13.071
H 13.838 -0.268 -11.706
C 13.227 -2.223 -8.404
C 14.331 -3.223 -8.640
O 15.527 -2.819 -7.955
S 16.570 -1.828 -8.695
C 17.591 -3.064 -9.587
O 15.866 -1.022 -9.679
O 17.303 -1.184 -7.640
H 12.309 -2.585 -8.872
H 13.449 -1.277 -8.903
H 13.058 -1.976 -7.357
H 14.106 -4.231 -8.281
H 14.495 -3.449 -9.695
H 18.316 -3.352 -8.833
H 18.116 -2.625 -10.433
H 16.853 -3.763 -9.972
C 18.450 7.439 -6.061
C 18.392 6.014 -6.587
O 19.400 5.791 -7.604
S 18.965 6.159 -9.137
C 18.038 4.652 -9.572
O 18.032 7.257 -9.085
O 20.198 6.176 -9.873
H 18.097 8.163 -6.790
H 19.472 7.678 -5.766
H 17.845 7.544 -5.158
H 18.630 5.274 -5.824
H 17.390 5.744 -6.929
H 18.034 4.349 -10.611
H 17.024 4.812 -9.200
H 18.445 3.916 -8.882
C 17.846 -3.262 -2.296
C 18.636 -3.946 -3.411
O 19.038 -2.878 -4.308
S 19.380 -3.420 -5.802
C 19.893 -1.904 -6.620
O 20.489 -4.333 -5.732
O 18.110 -3.845 -6.348
H 17.597 -3.813 -1.392
H 16.865 -3.000 -2.705
H 18.331 -2.321 -2.041
H 19.584 -4.344 -3.046
H 18.060 -4.714 -3.921
H 19.585 -2.074 -7.643
H 20.968 -1.839 -6.509
H 19.275 -1.129 -6.171
C 15.402 2.896 -12.325
O 16.129 1.767 -11.945
H 15.003 3.480 -11.499
H 15.885 3.554 -13.058
H 14.506 2.642 -12.920
H 16.738 1.520 -12.661
C 19.028 0.296 -10.416
O 18.213 1.403 -10.077
H 19.825 0.587 -11.117
H 19.594 -0.076 -9.562
H 18.455 -0.463 -10.956
H 17.459 1.361 -10.683
C 18.188 1.876 -15.362
O 17.884 1.395 -14.061
H 17.224 2.078 -15.823
H 18.660 2.862 -15.276
H 18.844 1.220 -15.930
H 18.676 1.150 -13.568
C 21.086 -0.927 -14.936
O 20.092 -0.688 -13.955
H 21.998 -0.370 -14.693
H 21.317 -1.991 -14.978
H 20.847 -0.548 -15.929
H 20.462 -0.699 -13.067
C 15.801 2.117 -7.542
O 15.195 3.378 -7.202
H 16.285 1.710 -6.651
H 15.012 1.385 -7.727
H 16.479 2.221 -8.385
H 15.350 3.528 -6.268
```

Calculated values
SMILES: CCOS(C)(=O)=O.CCOS(C)(=O)=O.CCOS(C)(=O)=O.CCOS(C)(=O)=O.CCOS(C)(=O)=O.CCOS(C)(=O)=O.CO.CO.CO.CO.CO
E_HOMO: -0.36525 hartree
frontier orbital gap: 0.3638 hartree

[5]
# C3H9BO2

A cluster of 2 separate species, C3H9BO2 in total (ωB97M-V/def2-TZVPD, OMol25).

XYZ file:
```
15
C3H9BO2 ωB97M-V/def2-TZVPD
B -1.201 0.702 0.020
C 0.396 -2.080 0.109
C 1.517 1.213 0.227
C 0.159 0.701 0.597
O -2.220 0.575 0.878
O -1.399 0.706 -1.429
H 1.115 -2.284 -0.624
H -0.629 -2.209 -0.154
H 0.680 -1.935 1.126
H 1.497 1.409 -0.898
H 1.759 1.916 0.928
H 2.219 0.367 0.475
H 0.074 0.521 1.685
H -3.195 0.563 0.743
H -2.034 1.185 -1.914
```

Calculated values
E_HOMO (alpha / beta): -0.31435 / -0.29985 hartree
frontier orbital gap (alpha / beta): 0.3161 / 0.3147 hartree

[6]
# C13H27NO6PS

A cluster of 2 separate species, C13H27NO6PS in total (ωB97M-V/def2-TZVPD, OMol25).

XYZ file:
```
49
C13H27NO6PS ωB97M-V/def2-TZVPD
C 0.957 -0.333 1.091
C 1.204 0.827 0.836
P 1.505 2.663 0.459
C 2.370 2.223 -1.157
C 3.873 1.947 -1.033
O 1.694 4.416 0.188
C 0.502 4.992 -0.242
C -0.631 3.977 -0.086
C -1.784 4.336 -1.022
C -3.134 3.702 -0.715
O -4.153 4.364 -0.669
N -3.131 2.342 -0.411
C -2.505 1.498 -1.455
C -4.454 1.868 -0.025
O -0.018 2.767 -0.434
H 0.551 -1.318 1.092
H 2.725 2.658 1.218
H 0.786 2.967 1.670
H 1.872 1.323 -1.525
H 2.172 2.997 -1.901
H 4.129 0.935 -1.355
H 4.466 2.646 -1.629
H 4.208 2.047 0.004
H 0.572 5.175 -1.335
H 0.280 5.962 0.224
H -1.006 3.908 0.944
H -1.963 5.413 -0.950
H -1.487 4.134 -2.056
H -3.091 0.582 -1.553
H -1.487 1.240 -1.182
H -2.505 1.989 -2.431
H -4.829 2.458 0.808
H -5.175 1.926 -0.849
H -4.360 0.829 0.291
O -0.915 -5.114 0.263
S 0.012 -5.182 1.351
O 0.998 -4.162 1.517
O 0.727 -6.606 1.312
C 1.315 -7.001 0.050
C 2.648 -6.330 -0.203
C -0.855 -5.401 2.865
H 0.602 -6.797 -0.750
H 1.427 -8.080 0.132
H 2.532 -5.259 -0.364
H 3.110 -6.765 -1.090
H 3.314 -6.471 0.648
H -1.569 -6.211 2.747
H -1.364 -4.461 3.065
H -0.134 -5.618 3.648
```

Calculated values
total charge: -1
E_HOMO: -0.16410 hartree
frontier orbital gap: 0.2407 hartree

Number 1: energy -64793.1149 eV. Number 2: energy -242056.6252 eV. Number 3: energy -77607.4101 eV. Number 4: energy -137052.6405 eV. Number 5: energy -8026.8102 eV. Number 6: energy -47815.9895 eV.